No. 1
Entry from the Open Molecules 2025 dataset: a cluster of 15 separate species, C60H90O45 in total in a non-equilibrium geometry (ωB97M-V/def2-TZVPD).

Geometry (Å):
C  8.46241  0.81512  8.58551
C  8.03082  0.53525  7.13314
C  6.79596  -0.38348  7.02591
O  5.88438  0.34785  6.22131
C  6.26358  1.59936  6.07171
O  5.56898  2.56180  5.71629
O  7.51467  1.74787  6.55596
H  9.26790  1.53983  8.70424
H  8.74298  -0.07469  9.14908
H  7.61171  1.25271  9.10794
H  8.77779  0.13975  6.44486
H  6.27473  -0.40423  7.98299
H  7.01200  -1.39078  6.66984
C  -5.46553  -0.60019  -8.60009
C  -4.77537  -1.53717  -9.65441
C  -5.09204  -1.26445  -11.09685
O  -3.80258  -1.06443  -11.66648
C  -2.91066  -0.95919  -10.74814
O  -1.71394  -0.76646  -11.02647
O  -3.36328  -1.12801  -9.54566
H  -5.24465  -0.85315  -7.56312
H  -6.55050  -0.56656  -8.69922
H  -5.03474  0.39871  -8.66883
H  -4.98307  -2.57711  -9.40249
H  -5.74738  -0.39689  -11.17422
H  -5.62705  -2.09407  -11.55900
C  4.99345  5.53099  -0.73215
C  5.28383  6.29380  0.56175
C  6.71059  6.26086  1.02393
O  7.22072  7.54954  1.04007
C  6.23091  8.39527  0.55968
O  6.27182  9.61283  0.56711
O  5.10725  7.67492  0.26433
H  5.16088  4.45483  -0.68820
H  5.56382  5.85066  -1.60427
H  3.96023  5.65866  -1.05504
H  4.76966  6.02227  1.48371
H  7.27052  5.61985  0.34299
H  6.85207  5.72047  1.95991
C  8.44815  -4.45935  0.74768
C  7.59893  -3.31735  0.05297
C  6.24870  -3.12616  0.56779
O  6.15581  -1.72080  0.71155
C  7.41816  -1.19107  0.63366
O  7.79216  -0.01251  0.67641
O  8.25328  -2.09451  0.38364
H  8.31636  -4.49620  1.82906
H  9.52293  -4.38640  0.58152
H  8.12485  -5.45805  0.45413
H  7.45496  -3.36499  -1.02643
H  6.16858  -3.66584  1.51140
H  5.59106  -3.47787  -0.22715
C  -0.26591  -5.87303  -4.11732
C  -0.15472  -5.57986  -5.60724
C  0.48157  -4.31150  -5.98535
O  1.38489  -4.68183  -6.97578
C  1.39908  -6.05795  -7.08263
O  2.15445  -6.65881  -7.84535
O  0.67497  -6.58585  -6.15264
H  -0.92359  -5.19496  -3.57346
H  0.65061  -5.55150  -3.62265
H  -0.51942  -6.91826  -3.94030
H  -1.07917  -5.69772  -6.17257
H  0.98678  -3.90874  -5.10748
H  -0.33726  -3.67345  -6.31776
C  0.47858  2.75695  -5.75363
C  1.83735  2.17546  -5.99215
C  2.36110  1.70419  -7.38457
O  3.54278  2.43755  -7.55563
C  3.86905  3.12401  -6.39011
O  4.82961  3.88000  -6.22675
O  2.80679  3.08137  -5.59856
H  0.33270  3.20849  -4.77234
H  -0.23378  2.05910  -6.19370
H  0.48318  3.58073  -6.46740
H  1.83371  1.27959  -5.37127
H  1.65275  2.14661  -8.08500
H  2.59093  0.64557  -7.50542
C  1.35029  -4.05474  5.32395
C  1.01433  -5.45544  5.85057
C  1.76807  -5.87434  7.14769
O  0.70572  -6.24195  8.03479
C  -0.49165  -6.14543  7.39631
O  -1.60406  -6.49608  7.77551
O  -0.36069  -5.45497  6.24708
H  2.40743  -4.11446  5.06514
H  1.24870  -3.28902  6.09300
H  0.69165  -3.81627  4.48884
H  1.18858  -6.15673  5.03453
H  2.32954  -5.03598  7.56004
H  2.41415  -6.72767  6.94153
C  3.05029  3.61520  10.82582
C  1.93703  4.30078  10.03916
C  1.30043  3.47892  8.89476
O  -0.09264  3.42727  9.21985
C  -0.27608  4.03799  10.41068
O  -1.39883  4.37076  10.78048
O  0.83347  4.46951  10.95517
H  2.73879  2.66130  11.25144
H  3.44422  4.25009  11.61944
H  3.93243  3.47828  10.20039
H  2.21298  5.24912  9.57810
H  1.83881  2.53121  8.90391
H  1.49476  4.02167  7.96969
C  0.56224  0.97453  1.54229
C  0.50934  0.90789  0.01750
C  0.99612  -0.38571  -0.62976
O  -0.07152  -0.85843  -1.39081
C  -1.11506  -0.11060  -1.26907
O  -2.22604  -0.37867  -1.63713
O  -0.84383  0.89808  -0.45820
H  -0.19015  0.33688  2.00642
H  0.48212  1.97137  1.97589
H  1.53726  0.70448  1.94793
H  1.04703  1.77807  -0.35901
H  1.24877  -1.10825  0.14625
H  1.90742  -0.22755  -1.20651
C  -10.97577  -1.87410  -1.93956
C  -9.73245  -1.49735  -1.08780
C  -8.77294  -0.61763  -1.85430
O  -8.45670  0.32751  -0.85641
C  -9.28153  0.34909  0.08316
O  -9.30566  1.17953  0.97014
O  -10.09148  -0.71098  0.03611
H  -11.71715  -2.45420  -1.39008
H  -10.72499  -2.49372  -2.80054
H  -11.39807  -0.99884  -2.43320
H  -9.18420  -2.32153  -0.63145
H  -9.28431  -0.19586  -2.71957
H  -8.00355  -1.22320  -2.33329
C  -7.48658  -8.23584  -2.42623
C  -7.49036  -6.80729  -2.98432
C  -6.14440  -6.11739  -3.18033
O  -6.29714  -5.51150  -4.42537
C  -7.32893  -6.02633  -5.04752
O  -7.68331  -5.66273  -6.18636
O  -7.89692  -6.95393  -4.27780
H  -6.64576  -8.40207  -1.75281
H  -7.29294  -8.98343  -3.19545
H  -8.38336  -8.59607  -1.92213
H  -8.26368  -6.21076  -2.50035
H  -5.31976  -6.82865  -3.22689
H  -5.89186  -5.33888  -2.46044
C  -4.54618  -2.31104  2.89520
C  -5.19585  -2.50049  4.27388
C  -4.36515  -1.90928  5.35071
O  -5.17465  -1.00069  5.96215
C  -6.39399  -0.93906  5.44420
O  -7.41762  -0.35749  5.80643
O  -6.40256  -1.78777  4.42637
H  -4.33391  -1.24936  2.76925
H  -5.19967  -2.60505  2.07385
H  -3.65175  -2.93394  2.90495
H  -5.38246  -3.56182  4.43776
H  -3.42605  -1.47686  5.00543
H  -4.07805  -2.77108  5.95319
C  -1.74561  10.03039  1.77034
C  -0.65363  9.16446  1.09976
C  -0.94768  7.69376  1.18707
O  -0.49574  7.20965  -0.02659
C  -0.27616  8.21626  -0.91812
O  0.00462  8.08903  -2.10741
O  -0.61790  9.33384  -0.28160
H  -2.75218  9.68716  1.53137
H  -1.70182  11.10537  1.59532
H  -1.76864  9.92636  2.85513
H  0.35470  9.27900  1.49758
H  -2.00715  7.44598  1.25214
H  -0.42877  7.41905  2.10543
C  -4.68157  3.93990  4.01528
C  -5.71814  4.92139  4.53915
C  -6.04988  4.78524  6.04576
O  -5.90911  6.03072  6.53419
C  -5.48141  6.86742  5.60495
O  -5.28015  8.05653  5.75632
O  -5.14412  6.20546  4.47867
H  -3.73518  3.96816  4.55532
H  -4.48697  4.06117  2.94967
H  -5.07050  2.93418  4.17454
H  -6.62074  4.80517  3.93923
H  -5.37559  4.08225  6.53489
H  -7.08556  4.52250  6.26130
C  7.91325  -2.33977  -9.65956
C  6.74823  -2.73988  -8.75564
C  6.94967  -4.04827  -8.03415
O  6.51678  -3.80333  -6.70771
C  6.28324  -2.48279  -6.62179
O  5.82809  -1.87163  -5.66097
O  6.63709  -1.83972  -7.70999
H  7.79106  -1.33586  -10.06618
H  7.86589  -3.03620  -10.49672
H  8.87753  -2.51053  -9.18092
H  5.84168  -2.60749  -9.34618
H  7.97591  -4.41528  -8.04960
H  6.32372  -4.80859  -8.50127

Summary:
energy above the lowest of the compared OMol25 structures with the same formula, charge and spin	1033.6	kJ/mol
LUMO	-0.72	eV
E_tot	-155813.14065	eV
orbital gap	9.8	eV
strongest force on any atom	6.5	eV/A
HOMO	-10.53	eV

Atom charges from the Löwdin analysis, given in e for atoms 1 to 4: number 1, C, carries -0.015; number 2, C, carries -0.281; number 3, C, carries -0.085; number 4, O, carries 0.072

=====

No. 2
Entry from the Open Molecules 2025 dataset: a structure of composition C61H46FGeN2P3S2ScSe2 in a non-equilibrium geometry (ωB97M-V/def2-TZVPD).

Geometry (Å):
Sc  -1.20429  -0.44688  -0.49999
F  -1.24710  1.43769  -0.85723
Ge  1.45640  0.84046  -0.23935
C  0.88582  1.92135  1.36822
C  1.96633  2.74228  1.75306
C  1.85459  3.67806  2.76778
C  0.64508  3.80467  3.43543
C  -0.41219  2.98741  3.07353
C  -0.33858  2.03678  2.04216
P  -1.92411  0.78963  1.72875
C  -1.97448  0.36459  3.53264
C  -1.15744  -0.66963  3.99333
C  -1.11430  -1.01557  5.33703
C  -1.87612  -0.31814  6.26368
C  -2.68881  0.71777  5.82509
C  -2.74150  1.04893  4.47511
C  -3.05257  2.25435  1.48950
C  -2.62706  3.38215  0.78609
C  -3.48219  4.45044  0.54734
C  -4.78736  4.42387  1.02312
C  -5.22567  3.31454  1.72973
C  -4.37003  2.24026  1.94516
C  1.53579  2.09267  -1.78476
C  2.32707  3.23812  -1.64282
C  2.49738  4.15283  -2.67202
C  1.86665  3.93643  -3.88639
C  1.05009  2.82550  -4.04053
C  0.85818  1.90046  -3.01059
P  -0.34555  0.50312  -3.29307
C  -1.56919  1.34669  -4.37983
C  -1.99478  0.88367  -5.62007
C  -3.07996  1.47188  -6.26321
C  -3.74812  2.53706  -5.67992
C  -3.32529  3.01473  -4.44288
C  -2.25732  2.41796  -3.79552
C  0.58207  -0.56948  -4.45957
C  -0.07177  -1.71615  -4.92212
C  0.60493  -2.67850  -5.65843
C  1.95581  -2.51585  -5.93866
C  2.61999  -1.38869  -5.47434
C  1.94015  -0.42618  -4.73627
C  3.31173  0.46655  0.41759
C  4.46447  1.02759  -0.13230
C  5.72151  0.79139  0.41578
C  5.83959  -0.00044  1.55059
C  4.70059  -0.57998  2.09804
C  3.44516  -0.37484  1.52717
P  1.91558  -1.15159  2.21348
C  2.10733  -2.91965  1.76713
C  1.02167  -3.74661  2.06187
C  1.01488  -5.07757  1.67056
C  2.08506  -5.59468  0.95070
C  3.15962  -4.77389  0.63432
C  3.17378  -3.44595  1.04544
C  2.32103  -1.13750  4.00962
C  2.51721  -2.25757  4.80987
C  2.72212  -2.12112  6.18055
C  2.72805  -0.86462  6.76815
C  2.51607  0.26190  5.97853
C  2.30385  0.12380  4.61733
H  2.92850  2.64059  1.26958
H  2.70339  4.30007  3.03085
H  0.52877  4.52978  4.23511
H  -1.35081  3.10113  3.60804
H  -0.55207  -1.20595  3.28176
H  -0.47391  -1.83049  5.65957
H  -1.83240  -0.57273  7.31710
H  -3.28278  1.28085  6.53608
H  -3.38745  1.85654  4.16439
H  -1.61571  3.42069  0.40865
H  -3.12364  5.30547  -0.01502
H  -5.45519  5.25908  0.84143
H  -6.24388  3.27005  2.10089
H  -4.73568  1.37133  2.47371
H  2.81184  3.43312  -0.69328
H  3.11260  5.03298  -2.52132
H  2.00022  4.63146  -4.70788
H  0.53732  2.67448  -4.98337
H  -1.48643  0.05350  -6.09258
H  -3.40964  1.08567  -7.22115
H  -4.60398  2.98171  -6.17378
H  -3.84701  3.83892  -3.96989
H  -1.96037  2.76116  -2.81015
H  -1.11556  -1.87778  -4.67234
H  0.07856  -3.56983  -5.97923
H  2.49309  -3.27273  -6.49825
H  3.67888  -1.26262  -5.66992
H  2.47861  0.43265  -4.35690
H  4.38259  1.66058  -1.00986
H  6.60208  1.23685  -0.03515
H  6.80851  -0.17076  2.00536
H  4.78930  -1.19653  2.98577
H  0.15452  -3.33340  2.56596
H  0.15574  -5.69755  1.89628
H  2.07224  -6.62650  0.62048
H  3.97794  -5.15871  0.03665
H  4.00768  -2.81119  0.77330
H  2.50980  -3.24697  4.36615
H  2.88213  -3.00341  6.78981
H  2.88330  -0.76221  7.83564
H  2.50188  1.24739  6.42804
H  2.10693  1.00294  4.00790
S  1.08255  -1.15553  -1.09994
Se  -2.30233  -2.27286  1.20197
S  -4.75533  -0.56466  0.44465
C  -3.34301  -0.64619  1.29427
Se  -4.01581  -0.62708  -2.38742
N  -2.44999  -1.41800  -1.93429
C  -2.51879  -2.70254  -2.41496
C  -1.52649  -3.67284  -2.24436
C  -1.69199  -4.93245  -2.80644
C  -2.84456  -5.24074  -3.53580
C  -3.84510  -4.30045  -3.71031
C  -3.70725  -3.00910  -3.15887
N  -4.62568  -2.02359  -3.30396
H  -0.63824  -3.43069  -1.67687
H  -0.91925  -5.68091  -2.67354
H  -2.96179  -6.23154  -3.96342
H  -4.74668  -4.53700  -4.26272

Summary:
energy above the lowest of the compared OMol25 structures with the same formula, charge and spin	0.0	kJ/mol
<S²>	0.779
total charge	-2
LUMO (spin up / spin down)	4.03 / 4.03	eV
E_tot	-327151.75197	eV
orbital gap (spin up / spin down)	4.5 / 5.2	eV
2S+1	2
strongest force on any atom	1.3	eV/A
HOMO (spin up / spin down)	-0.48 / -1.20	eV

Atom charges from the Löwdin analysis, given in e for atoms 1 to 4: number 1, Sc, carries 0.178; number 2, F, carries -0.464; number 3, Ge, carries 0.600; number 4, C, carries -0.274